Density functional theory data (ωB97M-V with the def2-TZVPD basis set) for a molecular structure, C30H24IN8S2Tc at a distorted geometry.

XYZ file:
```
66
Properties=species:S:1:pos:R:3:lowdin_charge:R:1
Tc 0.6700 0.2655 -0.1119 0.954
N -2.8736 -0.2556 2.6192 0.120
C -1.6871 -0.1258 2.0082 -0.757
S -1.6614 -0.2998 0.2128 0.967
N -0.5852 -0.0583 2.6689 -0.002
N 0.5335 0.2630 1.9164 -0.244
C 1.5742 0.6882 2.5939 -0.065
C 2.6982 1.1079 1.8128 -0.258
C 3.9246 1.5008 2.3592 0.000
C 4.9546 1.8486 1.5179 -0.037
C 4.7460 1.7942 0.1388 -0.033
C 3.5151 1.4102 -0.3416 -0.113
N 2.4932 1.0837 0.4679 -0.082
H -3.6884 -0.5294 2.1009 0.107
H -2.9003 -0.2892 3.6255 0.122
H 1.5478 0.7299 3.6750 0.136
H 4.0441 1.5128 3.4337 0.124
H 5.9116 2.1540 1.9159 0.119
H 5.5301 2.0580 -0.5552 0.116
H 3.3042 1.3589 -1.4012 0.114
S 1.5265 -1.7365 -1.0537 0.594
C 1.1625 -1.3728 -2.7202 -0.783
N 1.3663 -2.1841 -3.7375 0.073
N 1.9004 -3.3396 -3.5142 0.013
C 2.1264 -4.2611 -4.5512 -0.227
C 1.8446 -3.9348 -5.8724 -0.024
C 2.0795 -4.8818 -6.8551 -0.074
C 2.5886 -6.1316 -6.5302 -0.083
C 2.8684 -6.4418 -5.2068 -0.077
C 2.6381 -5.5086 -4.2098 -0.028
N 0.6100 -0.1963 -3.1013 0.049
N 0.4362 0.6563 -2.1690 -0.162
C -0.2525 1.8298 -2.5991 -0.232
C -1.2562 1.7094 -3.7127 -0.119
C -2.1305 2.9764 -3.9117 -0.157
C -1.6799 4.2293 -3.2281 -0.031
C -0.6937 4.2237 -2.3310 -0.057
C -0.0016 2.9866 -1.9745 -0.026
H 2.1641 -3.5995 -2.5677 0.092
H 1.4509 -2.9597 -6.1147 0.105
H 1.8637 -4.6388 -7.8866 0.108
H 2.7681 -6.8617 -7.3069 0.106
H 3.2660 -7.4130 -4.9474 0.108
H 2.8503 -5.7462 -3.1749 0.113
H -0.7636 1.3378 -4.6099 0.145
H -2.2976 3.1739 -4.9711 0.151
H -2.1904 5.1525 -3.4719 0.119
H -0.3875 5.1364 -1.8382 0.111
H 0.7526 3.0183 -1.1931 0.090
I -1.5482 3.0716 1.7899 1.060
C -3.0206 3.0960 0.3133 -0.617
C -3.8576 4.2048 0.3813 -0.167
C -4.6868 4.5174 -0.6755 -0.053
C -4.5615 3.8024 -1.8519 -0.023
C -3.7108 2.7133 -1.9402 -0.135
C -3.3705 2.2188 -3.3120 -0.129
C -2.5616 0.9062 -3.3606 -0.162
C -2.4912 0.1850 -2.0765 -0.120
C -2.5132 0.8456 -0.9078 -0.385
C -3.0309 2.2348 -0.7933 -0.192
H -3.8351 4.8336 1.2600 0.087
H -5.3632 5.3578 -0.6066 0.116
H -5.1048 4.1123 -2.7357 0.127
H -4.2484 2.2393 -3.9569 0.151
H -2.8553 0.2460 -4.1736 0.153
H -2.2339 -0.8682 -2.1055 0.104
```

Values from the calculation:
multiplicity = 4
net charge = +1
HOMO-LUMO gap (spin up / spin down) = 5.7 / 5.7 eV
LUMO level (spin up / spin down) = -0.1281 / -0.1463 hartree
electronic energy = -2770.19769 Eh
energy relative to the best compared isomer or geometry (same formula, charge and spin) = 2.023 eV



Density functional theory data (ωB97M-V with the def2-TZVPD basis set) for a molecular structure, C30H24LiN6O2SSe2 at a distorted geometry.

XYZ file:
```
66
Properties=species:S:1:pos:R:3:lowdin_charge:R:1
Li -0.0239 -0.6209 -0.2920 0.515
Se -8.2422 -0.4770 -0.6475 1.066
N -7.0695 0.8582 -0.5229 -0.237
C -5.8757 0.3243 -0.6129 -0.339
C -4.6480 1.0887 -0.5537 -0.098
C -4.6350 2.4741 -0.3705 -0.008
C -3.4277 3.1271 -0.2893 -0.026
C -2.2550 2.3760 -0.4185 -0.111
N -2.2529 1.0748 -0.6304 0.132
C -3.4163 0.4210 -0.6765 -0.144
C -3.3711 -1.0369 -0.8301 -0.142
N -2.1702 -1.6181 -0.8979 0.113
C -2.0922 -2.9306 -1.0016 -0.111
C -3.2144 -3.7605 -1.0615 -0.032
C -4.4585 -3.1794 -0.9998 -0.004
C -4.5566 -1.7903 -0.8757 -0.096
C -5.8298 -1.1086 -0.7772 -0.338
N -6.9862 -1.7238 -0.8209 -0.239
H -5.5775 3.0002 -0.2915 0.110
H -3.3797 4.1964 -0.1376 0.106
H -1.2804 2.8498 -0.3398 0.080
H -1.0912 -3.3480 -1.0127 0.099
H -3.0954 -4.8317 -1.1403 0.107
H -5.3678 -3.7649 -1.0358 0.112
O 1.1660 0.2096 -1.3617 -0.628
S 2.2821 1.1815 -1.6554 0.885
C 3.6100 -0.2436 -1.7921 -0.305
C 3.6169 -1.4318 -1.0710 -0.079
C 4.6442 -2.3493 -1.2563 -0.092
C 5.6621 -2.0857 -2.1650 -0.124
C 5.6522 -0.9036 -2.8923 -0.118
C 4.6222 0.0110 -2.7021 -0.128
C 3.0884 1.6878 -0.1183 -0.355
C 2.7070 1.0912 1.0699 -0.069
C 3.3353 1.4511 2.2526 -0.077
C 4.3397 2.4085 2.2461 -0.106
C 4.7137 3.0073 1.0507 -0.095
C 4.0859 2.6500 -0.1332 -0.075
H 2.8137 -1.6460 -0.3735 0.070
H 4.6496 -3.2757 -0.6918 0.098
H 6.4576 -2.8069 -2.3154 0.087
H 6.4387 -0.6993 -3.6112 0.087
H 4.5964 0.9389 -3.2710 0.087
H 1.9286 0.3404 1.0641 0.072
H 3.0402 0.9787 3.1825 0.095
H 4.8348 2.6860 3.1691 0.091
H 5.4949 3.7584 1.0430 0.094
H 4.3715 3.1201 -1.0672 0.110
C -0.0260 2.7873 -2.5855 -0.107
C 0.8499 2.6841 -1.3546 -0.495
O 0.7183 3.4042 -0.3804 -0.039
H -0.7321 3.6247 -2.5398 0.068
H -0.5731 1.8459 -2.6608 0.061
H 0.6082 2.8802 -3.4692 0.064
Se 0.8900 -4.7621 2.2017 0.387
C 0.7141 -3.2773 1.2598 -1.028
N 0.5987 -2.2979 0.6379 -0.039
C -0.9711 -1.8480 4.5061 -0.091
C -0.6057 -0.3765 4.2764 -0.214
C -0.5868 -0.0420 2.8605 -0.191
N -0.5809 0.2210 1.7444 0.171
H -1.0306 -2.0530 5.5747 0.072
H -0.2290 -2.5100 4.0632 0.032
H -1.9327 -2.0798 4.0493 0.080
H 0.3819 -0.1589 4.6860 0.114
H -1.3273 0.2797 4.7664 0.113
```

Values from the calculation:
net charge = -1
HOMO-LUMO gap = 4.4 eV
LUMO level = 0.0410 hartree
electronic energy = -6845.28270 Eh
energy relative to the best compared isomer or geometry (same formula, charge and spin) = 1.632 eV